a.
Below is one molecule with the formula C4H8FNS2, with properties calculated with ωB97M-V with the def2-TZVPD basis set.

Each line ends with the Mulliken charge.
Positions of all 16 atoms, in Å:
F1 -0.42 1.47 -1.31  -0.316
C1 -0.96 1.47 -0.02  -0.325
C2 -1.71 0.17 0.25  -0.497
C3 -0.82 -1.05 0.53  -0.660
S1 0.21 -1.63 -0.86  -0.033
N1 1.47 -0.47 -0.82  -0.210
C4 2.63 -0.63 -0.16  -0.092
S2 3.80 0.50 -0.04  -0.321
H1 -1.67 2.30 0.03  0.283
H2 -0.13 1.63 0.68  0.284
H3 -2.37 -0.02 -0.59  0.290
H4 -2.34 0.35 1.14  0.337
H5 -0.17 -0.91 1.40  0.351
H6 -1.47 -1.92 0.75  0.341
H7 1.28 0.41 -1.25  0.273
H8 2.68 -1.65 0.29  0.295

HOMO-LUMO gap (eV): 9.08
E_LUMO (eV): 0.56
Net charge: 0

***

b.
Below is one molecule with the formula C4H8FNS2, with properties calculated with ωB97M-V with the def2-TZVPD basis set.

Each line ends with the Mulliken charge.
Positions of all 16 atoms, in Å:
F1 -0.70 1.47 -1.10  -0.366
C1 -1.45 1.71 0.17  -0.334
C2 -2.39 0.68 0.52  -0.350
C3 -1.62 -0.64 0.85  -0.828
S1 -0.84 -1.64 -0.37  0.041
N1 0.77 -0.81 -0.57  -0.369
C4 1.87 -0.83 0.09  -0.024
S2 2.82 0.67 0.33  -0.365
H1 -1.97 2.73 -0.12  0.222
H2 -0.69 1.94 0.86  0.360
H3 -3.15 0.67 -0.17  0.344
H4 -3.06 0.58 1.42  0.281
H5 -0.94 -0.60 1.72  0.385
H6 -2.31 -1.43 1.27  0.358
H7 0.46 0.33 -0.76  0.351
H8 2.35 -1.74 0.62  0.293

HOMO-LUMO gap (eV): 8.38
E_LUMO (eV): 0.32
Net charge: 0

***

Relative energy table, unit kcal/mol: a 0.0; b 63.4

***

a.
Below is a 2-piece molecular cluster, C4H5ClO overall, with properties calculated with ωB97M-V with the def2-TZVPD basis set.

Each line ends with the Mulliken charge.
Positions of all 11 atoms, in Å:
C1 -1.83 -0.70 0.87  -0.405
C2 -1.53 -0.56 -0.37  0.049
C3 1.65 0.91 0.20  -0.167
C4 1.27 -0.03 -0.84  -0.223
O1 1.64 1.15 -1.22  -0.306
Cl1 -2.49 -0.53 -1.78  -0.154
H1 -2.84 -1.07 1.17  0.272
H2 -0.94 -0.54 1.64  0.159
H3 0.82 1.33 0.89  0.178
H4 2.56 0.87 0.73  0.273
H5 1.69 -0.83 -1.28  0.325

HOMO-LUMO gap (spin up / spin down) (eV): 9.39 / 7.82
E_LUMO (spin up / spin down) (eV): 0.66 / -0.28
Net charge: 0

***

b.
Below is one molecule with the formula C4H5ClO, with properties calculated with ωB97M-V with the def2-TZVPD basis set.

Each line ends with the Mulliken charge.
Positions of all 11 atoms, in Å:
C1 2.99 -0.78 -0.10  -0.722
C2 2.15 0.24 0.17  0.134
O1 0.83 0.07 -0.06  -0.272
C3 0.00 1.07 -0.01  0.020
C4 -1.34 0.84 -0.14  -0.463
Cl1 -2.17 -0.65 0.06  -0.162
H1 4.02 -0.64 0.08  0.272
H2 2.62 -1.79 -0.39  0.236
H3 2.53 1.21 0.60  0.250
H4 0.44 1.97 -0.11  0.371
H5 -2.12 1.57 -0.23  0.336

HOMO-LUMO gap (eV): 9.44
E_LUMO (eV): 0.97
Net charge: 0

***

Relative energy table, unit kcal/mol: a 107.2; b 0.0

***

a.
Below is C4H12NOP as an isolated structure, with properties calculated with ωB97M-V with the def2-TZVPD basis set.

Each line ends with the Mulliken charge.
Positions of all 19 atoms, in Å:
C1 -1.50 0.25 -1.19  -0.967
C2 0.96 1.71 0.53  -0.768
C3 -0.28 -0.78 -1.34  -0.380
C4 -0.21 -1.56 -0.07  -0.962
N1 0.18 1.16 1.66  -0.339
O1 1.76 -0.81 1.76  -0.417
P1 0.21 -0.54 1.96  0.270
H1 -1.77 0.84 -2.09  0.284
H2 -2.36 -0.26 -0.85  0.379
H3 -1.13 0.91 -0.45  0.022
H4 0.30 1.84 -0.30  0.355
H5 1.57 2.59 0.79  0.295
H6 1.68 0.94 0.21  0.248
H7 -0.50 -1.38 -2.19  0.381
H8 0.63 -0.27 -1.48  0.293
H9 -1.20 -2.16 -0.12  0.279
H10 0.61 -2.29 -0.14  0.367
H11 -0.73 1.54 1.78  0.316
H12 1.81 -1.72 1.53  0.342

HOMO-LUMO gap (eV): 8.95
E_LUMO (eV): 0.96
Net charge: 0

***

b.
Below is a 2-piece molecular cluster, C4H12NOP overall, with properties calculated with ωB97M-V with the def2-TZVPD basis set.

Each line ends with the Mulliken charge.
Positions of all 19 atoms, in Å:
C1 1.58 0.92 -1.25  -0.784
C2 0.18 -2.91 -0.14  -0.495
C3 -2.66 2.78 -0.72  -0.807
C4 0.59 -0.06 2.09  -0.979
N1 1.06 -0.28 -0.69  -0.296
O1 -0.54 -1.92 0.57  -0.323
P1 -0.22 -0.31 0.35  0.387
H1 0.71 1.28 -1.86  0.279
H2 2.26 0.58 -2.08  0.299
H3 1.96 1.53 -0.51  0.271
H4 0.63 -2.34 -1.05  0.297
H5 -0.67 -3.66 -0.42  0.191
H6 1.01 -3.27 0.54  0.203
H7 -3.55 2.36 -0.99  0.339
H8 -2.38 3.32 0.14  0.294
H9 -1.89 2.19 -1.21  0.178
H10 -0.22 -0.36 2.81  0.287
H11 1.45 -0.78 1.98  0.261
H12 0.72 0.93 2.45  0.398

HOMO-LUMO gap (spin up / spin down) (eV): 7.80 / 8.28
E_LUMO (spin up / spin down) (eV): -0.99 / 0.15
Net charge: 0

***

Relative energy table, unit kcal/mol: a 0.0; b 85.6

***

a.
Below is a 2-piece molecular cluster, C4H9NO2S overall, with properties calculated with ωB97M-V with the def2-TZVPD basis set.

Each line ends with the Mulliken charge.
Positions of all 17 atoms, in Å:
O1 0.07 -0.15 2.43  -0.571
C1 0.14 -0.27 1.08  0.232
N1 0.83 0.68 0.18  -0.108
C2 1.47 0.05 -1.08  -0.043
O2 1.08 -1.22 -1.26  -0.591
C3 -1.53 -0.38 0.54  -0.482
C4 -0.68 -1.58 0.66  -0.210
S1 -1.24 2.53 -1.51  -0.405
H1 0.24 1.45 -0.09  -0.003
H2 2.58 0.13 -0.96  0.322
H3 1.11 0.69 -1.93  0.237
H4 0.98 -0.77 1.67  0.473
H5 -2.16 0.05 1.37  0.228
H6 -1.71 0.02 -0.46  0.306
H7 -0.37 -2.14 -0.28  0.210
H8 -0.67 -2.19 1.56  0.329
H9 -0.13 3.10 -1.91  0.077

HOMO-LUMO gap (eV): 4.02
E_LUMO (eV): -4.30
Net charge: 0

***

b.
Below is one molecule with the formula C4H9NO2S, with properties calculated with ωB97M-V with the def2-TZVPD basis set.

Each line ends with the Mulliken charge.
Positions of all 17 atoms, in Å:
C1 0.41 -1.11 -0.82  -0.616
C2 1.35 -1.00 0.39  0.137
C3 2.65 -0.44 0.29  -1.143
C4 -2.46 1.53 -0.40  -0.880
N1 -0.13 0.23 -0.51  -0.453
O1 -0.97 1.04 1.73  -0.642
O2 -2.09 -0.96 0.69  -0.662
S1 -1.38 0.32 0.55  1.152
H1 0.83 -1.04 -1.76  0.374
H2 -0.34 -1.79 -0.39  0.387
H3 0.88 -1.10 1.34  0.422
H4 3.01 -0.26 -0.70  0.332
H5 3.31 -1.17 0.58  0.417
H6 2.58 0.47 0.98  0.240
H7 -2.77 2.57 -0.01  0.286
H8 -1.68 1.76 -1.09  0.302
H9 -3.21 0.95 -0.85  0.346

HOMO-LUMO gap (spin up / spin down) (eV): 8.56 / 8.56
E_LUMO (spin up / spin down) (eV): -0.79 / -0.79
Net charge: 0

***

c.
Below is a 2-piece molecular cluster, C4H9NO2S overall, with properties calculated with ωB97M-V with the def2-TZVPD basis set.

Each line ends with the Mulliken charge.
Positions of all 17 atoms, in Å:
C1 2.91 -1.00 1.09  0.641
C2 -0.72 -0.67 1.54  -0.872
C3 -0.78 2.36 -1.28  -0.876
C4 -0.90 -0.06 0.11  -0.390
N1 -0.51 -1.20 -0.90  -0.324
O1 2.08 -1.57 0.53  -0.432
O2 3.69 -0.37 1.62  -0.314
S1 0.33 1.19 -0.28  -0.180
H1 -0.88 0.14 2.18  0.351
H2 0.41 -1.11 1.60  0.180
H3 -1.58 -1.39 1.64  0.279
H4 -0.03 3.06 -1.64  0.331
H5 -1.66 2.83 -0.86  0.294
H6 -1.03 1.91 -2.18  0.285
H7 0.35 -1.74 -0.55  0.327
H8 -0.29 -0.61 -1.72  0.320
H9 -1.39 -1.77 -0.90  0.380

HOMO-LUMO gap (eV): 7.13
E_LUMO (eV): 0.46
Net charge: 0

***

d.
Below is one molecule with the formula C4H9NO2S, with properties calculated with ωB97M-V with the def2-TZVPD basis set.

Each line ends with the Mulliken charge.
Positions of all 17 atoms, in Å:
C1 -0.26 0.56 0.67  0.752
C2 -0.42 0.75 2.15  -1.057
C3 -1.56 -1.41 0.20  -0.818
C4 1.33 0.24 -2.34  -0.795
N1 -0.75 -0.26 -0.13  -0.295
O1 0.31 1.60 -0.01  -0.406
O2 2.50 0.22 0.01  -0.543
S1 1.82 1.21 -0.79  0.580
H1 0.52 0.57 2.56  0.252
H2 -1.23 0.11 2.55  0.328
H3 -0.80 1.76 2.31  0.317
H4 -2.49 -1.31 -0.41  0.281
H5 -1.08 -2.41 -0.24  0.240
H6 -1.79 -1.74 1.27  0.277
H7 1.36 -0.73 -1.84  0.256
H8 2.15 0.38 -3.02  0.340
H9 0.40 0.46 -2.96  0.290

HOMO-LUMO gap (eV): 10.28
E_LUMO (eV): 0.91
Net charge: 0

***

Relative energy table, unit kcal/mol: a 212.6; b 51.7; c 10.6; d 0.0